ORCA calculation (ωB97M-V/def2-TZVPD) on 2 unconnected molecules or ions with the total composition C4H14NOS at a distorted geometry.

The geometry in XYZ format:
```
21
C4H14NOS (ωB97M-V/def2-TZVPD)
C -1.552 0.352 -0.266
C -1.432 -0.627 0.877
C -0.227 -1.793 0.531
S 1.408 -1.029 0.801
C 1.627 0.157 2.227
N -0.248 1.030 -0.679
H -1.868 -0.058 -1.184
H -2.123 1.200 0.159
H -2.346 -1.199 0.721
H -1.290 -0.359 1.920
H -0.369 -1.866 -0.554
H -0.371 -2.733 1.111
H 1.850 -0.350 3.130
H 0.630 0.542 2.373
H 2.491 0.726 2.077
H -0.273 2.031 -0.607
H 0.661 0.597 -0.220
H -0.114 0.902 -1.693
H 1.983 0.491 -3.455
H 0.589 1.406 -3.866
O 0.976 0.580 -3.404
```

Properties
<S²>: 0.751
Molecular weight (g mol⁻¹): 124.2
Energy relative to the best compared isomer or geometry (same formula, charge and spin) (kcal per mole): 50.5
Spin multiplicity: 2
Gap between HOMO and LUMO (spin up / spin down) (eV): 3.4 / 9.7

ORCA calculation (ωB97M-V/def2-TZVPD) on 2 unconnected molecules or ions with the total composition C2H2N2O2S at a distorted geometry.

The geometry in XYZ format:
```
9
C2H2N2O2S (ωB97M-V/def2-TZVPD)
C 1.623 -0.141 0.701
C 0.644 -0.846 0.104
N 2.441 0.466 1.226
N -0.392 -1.397 0.897
O -1.435 -1.627 0.388
O -0.194 -1.464 2.119
S -0.630 1.731 -0.937
H 0.574 -0.730 -0.926
H -0.701 0.957 -2.031
```

Properties
Molecular weight (g mol⁻¹): 118.1
Energy relative to the best compared isomer or geometry (same formula, charge and spin) (kcal per mole): 169.5
Spin multiplicity: 1
Gap between HOMO and LUMO (spin up / spin down) (eV): 5.3 / 5.3

ORCA calculation (ωB97M-V/def2-TZVPD) on C9H9N3O in the gas phase at a distorted geometry.

The geometry in XYZ format:
```
22
C9H9N3O (ωB97M-V/def2-TZVPD)
C 4.183 -1.021 0.140
N 2.765 -1.288 -0.123
C 1.929 -0.194 -0.057
C 2.340 1.095 0.124
N 1.414 2.060 0.057
C 0.116 1.702 -0.055
C -0.314 0.403 -0.227
C -1.702 0.003 -0.117
C -2.830 0.855 -0.050
C -3.911 0.031 0.127
O -3.516 -1.246 0.128
C -2.202 -1.276 0.021
N 0.606 -0.560 -0.186
H 4.724 -1.974 0.080
H 4.303 -0.537 1.157
H 4.481 -0.281 -0.601
H 2.281 -2.135 -0.113
H 3.407 1.337 0.506
H -0.640 2.556 -0.104
H -2.867 1.918 0.023
H -4.955 0.243 0.332
H -1.753 -2.238 0.029
```

Properties
SMILES string: CNc1cncc(-c2ccoc2)n1
Molecular weight (g mol⁻¹): 175.2
Energy relative to the best compared isomer or geometry (same formula, charge and spin) (kcal per mole): 27.8
Spin multiplicity: 1
Gap between HOMO and LUMO (eV): 8.6

ORCA calculation (ωB97M-V/def2-TZVPD) on a molecular structure, C21H26CuIN10PS at a distorted geometry.

The geometry in XYZ format:
```
61
C21H26CuIN10PS (ωB97M-V/def2-TZVPD)
Cu -0.105 -0.429 0.165
C 2.831 4.021 -0.924
N 2.574 2.677 -0.478
C 3.486 1.802 0.012
C 2.805 0.658 0.331
N 1.498 0.832 0.032
C 1.373 2.062 -0.457
P -0.169 2.833 -1.065
C -0.603 1.465 -2.194
N -0.453 0.172 -1.947
C -0.841 -0.476 -3.073
C -1.224 0.443 -4.014
N -1.067 1.663 -3.449
C -1.364 2.928 -4.065
C -1.177 2.319 0.370
N -1.170 1.109 0.916
C -1.932 1.171 2.030
C -2.417 2.443 2.158
N -1.936 3.155 1.110
C -2.165 4.555 0.869
H 3.891 4.236 -0.822
H 2.273 4.741 -0.324
H 2.548 4.142 -1.970
H 4.528 2.040 0.088
H 3.182 -0.246 0.765
H -0.835 -1.546 -3.159
H -1.582 0.305 -5.012
H -1.816 2.755 -5.037
H -0.460 3.523 -4.199
H -2.069 3.494 -3.458
H -2.072 0.328 2.676
H -3.045 2.877 2.910
H -2.849 4.933 1.624
H -2.608 4.719 -0.113
H -1.231 5.113 0.936
I -3.432 -3.856 3.674
C -3.111 -3.028 1.769
C -4.004 -3.262 0.729
C -3.795 -2.609 -0.475
C -2.684 -1.792 -0.612
N -1.799 -1.631 0.364
C -2.005 -2.217 1.535
H -4.842 -3.930 0.860
H -4.482 -2.721 -1.300
H -2.505 -1.266 -1.537
H -1.264 -2.046 2.303
C 4.271 -3.404 3.180
C 2.788 -3.793 3.168
C 2.146 -3.335 1.917
N 1.400 -2.306 1.780
N 1.019 -2.058 0.523
C 1.476 -2.922 -0.357
N 1.200 -2.858 -1.663
S 2.452 -4.158 0.375
H 4.734 -3.775 4.089
H 4.380 -2.324 3.167
H 4.795 -3.826 2.323
H 2.276 -3.326 4.010
H 2.702 -4.877 3.260
H 0.865 -1.979 -2.026
H 1.621 -3.520 -2.291
```

Properties
Total charge: +2
<S²>: 0.753
Molecular weight (g mol⁻¹): 672.0
Spin multiplicity: 2
Gap between HOMO and LUMO (spin up / spin down) (eV): 8.9 / 7.9

ORCA calculation (ωB97M-V/def2-TZVPD) on a molecular structure, C6H11ClF5HoYb at a distorted geometry.

The geometry in XYZ format:
```
25
C6H11ClF5HoYb (ωB97M-V/def2-TZVPD)
Ho -0.992 -0.866 -2.523
Cl -1.621 1.029 -3.961
C -2.807 -2.000 -1.768
C 0.496 -2.238 -3.537
H -2.714 -3.058 -2.080
H -2.912 -1.936 -0.665
H -3.663 -1.519 -2.263
H 0.098 -3.272 -3.528
H 1.486 -2.199 -3.035
H 0.561 -1.844 -4.560
Yb 0.137 1.633 0.681
C 2.285 2.308 0.275
C 0.501 -0.572 0.749
H 2.999 1.503 0.499
H 2.336 2.517 -0.803
H 2.602 3.206 0.819
H 1.543 -0.990 0.384
H -0.194 -1.516 0.790
F 1.781 1.251 3.949
C 0.691 0.806 3.275
F 0.348 -0.407 3.758
C -0.453 1.784 3.405
F -0.884 2.010 4.649
F -0.081 3.012 2.847
F -1.543 1.358 2.643
```

Properties
Total charge: -1
<S²>: 8.833
Molecular weight (g mol⁻¹): 551.6
Energy relative to the best compared isomer or geometry (same formula, charge and spin) (kcal per mole): 0.0
Spin multiplicity: 6
Gap between HOMO and LUMO (spin up / spin down) (eV): 5.2 / 5.0

ORCA calculation (ωB97M-V/def2-TZVPD) on 5 unconnected molecules or ions with the total composition C18H28Cl12NO at a distorted geometry.

The geometry in XYZ format:
```
60
C18H28Cl12NO (ωB97M-V/def2-TZVPD)
C 3.756 -1.902 3.836
C 2.541 -2.835 3.767
C 1.653 -2.471 2.556
C 0.199 -2.897 2.721
C -0.544 -2.016 3.770
C -1.494 -1.065 3.116
N -2.553 -1.582 2.461
C -3.502 -0.846 1.843
C -3.377 0.518 1.842
C -2.304 1.113 2.502
C -1.349 0.324 3.150
O -0.323 0.796 3.864
C 0.297 2.039 3.442
C 1.815 1.897 3.581
C 2.526 1.792 2.220
C 4.059 1.745 2.395
H 4.132 -1.673 2.837
H 4.572 -2.359 4.397
H 3.491 -0.971 4.341
H 1.942 -2.768 4.676
H 2.901 -3.849 3.594
H 2.073 -2.988 1.688
H 1.723 -1.402 2.324
H 0.103 -3.950 2.985
H -0.301 -2.756 1.757
H 0.160 -1.455 4.381
H -1.133 -2.636 4.454
H -2.649 -2.591 2.467
H -4.314 -1.391 1.384
H -4.144 1.117 1.375
H -2.211 2.192 2.530
H -0.057 2.812 4.124
H 0.053 2.266 2.403
H 2.222 2.728 4.160
H 2.027 0.989 4.154
H 2.140 0.896 1.724
H 2.221 2.667 1.641
H 4.303 1.812 3.455
H 4.523 2.571 1.858
H 4.458 0.801 2.024
C -3.491 0.850 -2.795
Cl -5.101 1.153 -3.441
Cl -2.348 2.055 -3.354
Cl -3.550 0.799 -1.016
H -3.161 -0.118 -3.148
C 2.570 1.057 -3.234
Cl 1.177 2.122 -3.037
Cl 4.059 1.873 -2.774
Cl 2.353 -0.434 -2.308
H 2.642 0.791 -4.280
C -3.936 1.993 -7.353
Cl -2.967 0.684 -6.669
Cl -3.075 2.793 -8.666
Cl -5.500 1.388 -7.898
H -4.109 2.723 -6.573
C -1.042 -0.829 -10.351
Cl -0.479 -2.479 -10.610
Cl -2.682 -0.815 -9.709
Cl 0.055 0.046 -9.276
H -1.049 -0.322 -11.306
```

Properties
Total charge: +1
Molecular weight (g mol⁻¹): 699.9
Spin multiplicity: 1
Gap between HOMO and LUMO (eV): 8.3

ORCA calculation (ωB97M-V/def2-TZVPD) on 8 unconnected molecules or ions with the total composition C19H46N8O8 at a distorted geometry.

The geometry in XYZ format:
```
81
C19H46N8O8 (ωB97M-V/def2-TZVPD)
C 12.157 13.251 11.986
N 13.494 13.062 11.519
C 14.229 14.107 10.997
C 15.611 13.710 10.429
O 13.860 15.253 10.907
H 11.839 12.324 12.448
H 11.582 13.554 11.074
H 12.103 14.161 12.673
H 13.758 12.115 11.313
H 15.470 13.448 9.391
H 16.006 12.892 10.975
H 16.232 14.587 10.453
C 12.634 19.111 10.403
N 12.852 18.599 9.082
C 14.038 18.295 8.485
C 15.308 18.338 9.352
O 14.017 17.757 7.387
H 11.644 19.460 10.597
H 13.334 19.931 10.640
H 12.910 18.349 11.177
H 12.055 18.325 8.557
H 15.268 18.962 10.217
H 16.045 18.718 8.689
H 15.420 17.280 9.686
C 10.804 8.547 9.332
N 11.493 9.580 8.567
C 12.459 10.311 9.145
C 13.086 11.324 8.233
O 12.831 10.151 10.304
H 10.338 7.816 8.662
H 10.126 8.975 10.061
H 11.554 8.038 9.930
H 10.992 10.050 7.856
H 12.371 11.586 7.482
H 13.989 10.843 7.800
H 13.417 12.206 8.750
C 9.921 9.299 14.365
C 9.346 9.911 13.128
N 10.255 10.227 12.183
O 8.133 10.081 12.950
H 10.165 10.135 15.063
H 10.821 8.715 14.097
H 9.112 8.714 14.877
H 9.867 10.657 11.325
H 11.220 10.085 12.225
C 6.588 10.311 8.110
C 6.975 9.002 8.702
N 7.255 9.036 10.079
O 6.951 7.961 8.083
H 6.193 10.198 7.108
H 7.516 10.843 7.922
H 5.835 10.866 8.735
H 7.452 8.063 10.264
H 7.777 9.755 10.512
C 12.048 15.529 6.150
C 12.765 14.914 7.321
N 14.154 15.013 7.363
O 12.122 14.235 8.131
H 11.010 15.429 6.404
H 12.369 15.052 5.220
H 12.334 16.566 6.164
H 14.527 14.906 8.302
H 14.545 15.877 6.943
C 8.072 13.330 17.089
C 8.030 12.758 15.764
N 7.276 11.616 15.567
O 8.646 13.353 14.879
H 9.089 13.124 17.478
H 7.375 12.834 17.764
H 7.839 14.399 17.073
H 6.879 11.135 16.381
H 7.489 11.093 14.707
C 8.728 14.129 9.891
C 8.458 12.906 10.701
N 7.998 13.059 12.019
O 8.550 11.783 10.174
H 7.836 14.579 9.418
H 9.377 13.808 9.061
H 9.263 15.020 10.308
H 7.820 12.229 12.497
H 8.105 13.927 12.584
```

Properties
SMILES string: CNC(C)=O.CNC(C)=O.CNC(C)=O.CC(N)=O.CC(N)=O.CC(N)=O.CC(N)=O.CC(N)=O
Molecular weight (g mol⁻¹): 514.6
Spin multiplicity: 1
Gap between HOMO and LUMO (eV): 9.8

ORCA calculation (ωB97M-V/def2-TZVPD) on 4 unconnected molecules or ions with the total composition C21H62BIN10O5P3 at a distorted geometry.

The geometry in XYZ format:
```
103
C21H62BIN10O5P3 (ωB97M-V/def2-TZVPD)
C 2.792 -1.484 1.102
C 2.210 -2.978 1.439
I 3.326 -3.712 3.212
C 0.609 -3.043 1.783
B -0.383 -2.477 0.599
O -1.505 -1.692 1.225
N -0.971 -0.585 1.798
O -1.276 0.427 1.160
H 2.135 -0.841 0.379
H 3.864 -1.652 0.603
H 2.972 -0.929 2.136
H 2.503 -3.679 0.532
H 0.340 -4.199 1.913
H 0.426 -2.564 2.848
H 0.140 -1.796 -0.208
H -0.886 -3.419 0.074
O -2.653 -5.742 0.971
P -4.073 -5.414 1.496
N -4.305 -7.009 2.069
C -5.503 -7.831 1.997
C -3.677 -7.227 3.376
N -4.661 -5.236 -0.144
C -5.235 -6.349 -0.899
C -3.677 -4.615 -1.067
N -5.705 -5.038 2.099
C -6.960 -4.979 1.358
C -5.590 -3.779 2.860
H -6.271 -7.517 2.712
H -5.265 -8.878 2.220
H -5.943 -7.863 1.004
H -4.251 -6.734 4.169
H -2.661 -6.822 3.394
H -3.592 -8.293 3.616
H -4.592 -7.239 -0.871
H -5.394 -6.077 -1.951
H -6.236 -6.604 -0.560
H -2.938 -5.345 -1.412
H -3.144 -3.790 -0.583
H -4.171 -4.197 -1.952
H -6.931 -4.282 0.515
H -7.779 -4.653 2.013
H -7.282 -5.964 1.021
H -5.396 -2.935 2.188
H -4.761 -3.843 3.573
H -6.491 -3.569 3.445
O -0.167 5.768 -0.620
P -0.377 5.606 0.905
N -1.923 4.907 0.689
C -3.135 5.135 1.460
C -1.848 3.478 0.366
N -0.485 7.343 1.097
C -1.757 8.063 1.035
C 0.427 8.101 0.204
N -0.619 5.419 2.659
C -1.057 6.414 3.630
C 0.617 4.809 3.189
H -3.107 4.646 2.440
H -4.010 4.741 0.929
H -3.362 6.188 1.603
H -1.579 2.894 1.253
H -1.092 3.291 -0.403
H -2.796 3.099 -0.031
H -2.341 7.789 0.146
H -1.599 9.150 1.017
H -2.356 7.920 1.931
H 0.015 8.187 -0.806
H 1.407 7.617 0.134
H 0.601 9.116 0.581
H -0.428 7.309 3.645
H -1.039 5.996 4.646
H -2.102 6.690 3.489
H 1.450 5.521 3.149
H 0.891 3.932 2.593
H 0.495 4.462 4.220
O 3.655 0.547 -2.141
P 5.049 1.024 -2.616
N 4.370 2.118 -3.741
C 4.808 2.410 -5.097
C 3.956 3.377 -3.112
N 5.356 -0.536 -3.351
C 5.020 -0.829 -4.745
C 4.807 -1.679 -2.578
N 6.652 1.571 -3.162
C 7.555 0.941 -4.118
C 7.438 1.851 -1.943
H 5.713 3.025 -5.122
H 4.031 2.958 -5.643
H 4.975 1.519 -5.696
H 4.828 3.992 -2.865
H 3.403 3.188 -2.188
H 3.290 3.957 -3.761
H 3.987 -0.543 -4.986
H 5.139 -1.897 -4.967
H 5.708 -0.357 -5.441
H 3.734 -1.804 -2.759
H 4.959 -1.541 -1.502
H 5.303 -2.618 -2.849
H 7.814 -0.089 -3.853
H 8.498 1.499 -4.184
H 7.165 0.980 -5.135
H 7.682 0.921 -1.417
H 6.862 2.486 -1.261
H 8.364 2.389 -2.165
```

Properties
Total charge: -1
Molecular weight (g mol⁻¹): 765.4
Spin multiplicity: 1
Gap between HOMO and LUMO (eV): 5.4